Entry 1:
Here is a structure of composition C18H43B2CsNO6PtS2 at a distorted geometry from OMol25. Energies are from ωB97M-V/def2-TZVPD.

The geometry in XYZ format:
```
74
Properties=species:S:1:pos:R:3
Cs 19.89254 -13.40620 -6.85542
Pt 17.81861 -17.65995 -6.37148
B 17.37280 -15.34613 -6.03720
H 17.27020 -14.22565 -6.14371
H 18.37406 -15.68471 -6.43574
H 17.29990 -15.69820 -4.93733
H 16.61206 -15.87284 -6.74260
B 18.66296 -15.01577 -9.65116
H 18.44962 -13.89481 -9.73998
H 19.73223 -15.31525 -9.99277
H 18.42531 -15.39270 -8.60538
H 17.92953 -15.53826 -10.38024
C 16.05863 -20.26166 -7.99492
C 15.98496 -19.02254 -8.87994
C 14.65226 -18.31574 -8.61456
O 17.01970 -18.17507 -8.45298
H 15.26896 -20.93601 -8.38177
H 15.59651 -20.09205 -7.01727
H 16.94569 -20.88102 -7.89914
H 16.10173 -19.21989 -9.95003
H 14.67867 -17.49986 -7.89113
H 13.88072 -19.01294 -8.26690
H 14.31837 -17.83359 -9.53843
C 21.59621 -16.96082 -6.31901
C 21.02967 -17.98665 -7.26375
C 21.40592 -19.41817 -6.80294
O 19.70391 -17.81844 -7.56805
H 22.67458 -17.15475 -6.30330
H 21.07256 -17.05930 -5.36683
H 21.46023 -15.95265 -6.72518
H 21.53357 -17.99447 -8.24864
H 21.06620 -20.12963 -7.55250
H 20.94901 -19.60258 -5.82098
H 22.48176 -19.54820 -6.63678
C 13.33383 -15.76348 -3.73725
C 13.19040 -16.28056 -5.15365
C 13.49500 -17.79190 -5.13214
S 14.86459 -17.95013 -3.97134
O 16.06016 -17.95334 -4.81172
O 14.65966 -19.05516 -3.06244
C 14.64264 -16.31482 -3.11631
H 12.45995 -16.02113 -3.12455
H 13.23182 -14.67838 -3.65547
H 13.96904 -15.76938 -5.71903
H 12.25662 -16.17136 -5.70087
H 13.76561 -18.20087 -6.10186
H 12.69646 -18.42243 -4.73682
H 15.45248 -15.67885 -3.47433
H 14.70304 -16.49167 -2.04797
C 20.39958 -16.48514 -1.05904
C 21.19572 -17.75190 -1.33394
C 20.28485 -18.67622 -2.15165
S 18.87860 -17.62981 -2.88258
O 17.62724 -17.78292 -2.15076
O 18.98456 -17.56267 -4.34390
C 19.64778 -16.06594 -2.30519
H 20.98110 -15.62163 -0.72795
H 19.77012 -16.74528 -0.20229
H 21.58240 -18.28384 -0.46606
H 22.08446 -17.49846 -1.91835
H 19.65756 -19.33853 -1.55370
H 20.75477 -19.21617 -2.96878
H 18.94403 -15.24154 -2.24614
H 20.33404 -15.89208 -3.13742
N 14.44791 -13.36432 -6.86062
C 14.44410 -12.22648 -6.11668
C 13.16334 -11.65365 -6.21388
C 12.54224 -12.38562 -7.22297
C 13.30536 -13.48712 -7.59160
H 15.21394 -14.02601 -6.80136
H 15.21142 -11.91839 -5.42568
H 12.86470 -10.72829 -5.75190
H 11.58557 -12.13996 -7.66653
H 13.09981 -14.16451 -8.40014
```

Properties
E = -59947.5635 eV
Relative energy (zero: lowest compared OMol25 entry of this formula, charge and spin) = 204.1 kJ/mol
HOMO-LUMO gap (spin up / spin down) = 4.88 / 4.94 eV
Spin multiplicity = 3
LUMO (spin up / spin down) = 0.045 / 0.045 Eh
Net charge = -1

The net atomic charges from Löwdin, expressed in e, are: Cs 0.958; Pt 1.104; B -0.631; H -0.074; H -0.121; H -0.046; H -0.012; B -0.521; H -0.110; H -0.070; H -0.120; H -0.066; C -0.103; C -0.558; C -0.081; O -0.329; H 0.060; H 0.054; H 0.067; H 0.125; H 0.052; H 0.057; H 0.068; C -0.074; C -0.627; C -0.077; O -0.303; H 0.072; H 0.048; H 0.019; H 0.131; H 0.070; H 0.054; H 0.057; C -0.221; C -0.208; C -0.206; S 0.708; O -0.435; O -0.326; C -0.167; H 0.109; H 0.110; H 0.095; H 0.120; H 0.071; H 0.104; H 0.086; H 0.097; C -0.244; C -0.214; C -0.165; S 0.756; O -0.319; O -0.440; C -0.205; H 0.113; H 0.118; H 0.112; H 0.115; H 0.094; H 0.095; H 0.111; H 0.098; N 0.026; C -0.135; C -0.120; C -0.152; C -0.119; H 0.101; H 0.099; H 0.078; H 0.082; H 0.111


Entry 2:
Here is a structure of composition C18H43CuN6O6P2 from OMol25. Energies are from ωB97M-V/def2-TZVPD.

The geometry in XYZ format:
```
76
Properties=species:S:1:pos:R:3
Cu 0.17298 0.33855 0.01743
C -1.89999 -0.75085 5.14112
N -0.79967 -0.26628 4.31163
C 0.11917 0.65935 4.98635
P -0.35144 -0.87630 2.87449
O 0.21506 0.18113 1.98104
O -1.76437 -1.43436 2.30996
P -2.33772 -1.72378 0.83566
O -1.42737 -1.25282 -0.24413
N -2.59742 -3.31957 0.68922
C -1.67516 -4.19750 -0.03261
C -3.53323 -3.99439 1.58457
N -3.76867 -0.93107 0.90970
C -4.43955 -0.47780 2.12312
C -4.66163 -1.12962 -0.24008
N 0.65249 -2.13677 3.05971
C 0.29479 -3.17406 4.03079
C 1.44100 -2.63376 1.91863
H -1.51944 -1.20828 6.05790
H -2.50042 -1.48483 4.61009
H -2.54441 0.08397 5.42560
H 0.54082 0.19912 5.88227
H -0.41948 1.56191 5.27876
H 0.93480 0.94370 4.32420
H -0.96951 -3.60608 -0.60863
H -2.23457 -4.83806 -0.71556
H -1.12300 -4.83622 0.66174
H -4.18583 -3.27504 2.07669
H -3.00046 -4.55856 2.35453
H -4.15554 -4.68826 1.01896
H -5.16594 -1.21078 2.48806
H -4.98082 0.44334 1.90356
H -3.71968 -0.27036 2.90707
H -5.47807 -1.81371 0.00962
H -4.11464 -1.53709 -1.08917
H -5.09241 -0.17292 -0.54169
H -0.20008 -2.74728 4.89943
H 1.20701 -3.66283 4.36974
H -0.35788 -3.93256 3.58458
H 1.74152 -1.82252 1.25927
H 0.87882 -3.37905 1.34573
H 2.34171 -3.10912 2.30605
C 1.11876 -1.22511 -3.71490
C 1.35988 -0.20982 -2.61912
C 2.02370 1.05037 -3.13608
O 0.06771 0.19482 -2.05193
C 2.24002 -0.78929 -1.49630
O 3.23822 -1.40552 -1.78894
O 1.84397 -0.52979 -0.27609
H 0.60974 -0.76788 -4.56550
H 0.51750 -2.06303 -3.34586
H 2.07773 -1.62498 -4.03500
H 1.40670 1.51942 -3.90571
H 2.98893 0.78427 -3.56433
H 2.19685 1.76367 -2.32688
H -0.52014 -0.57791 -2.05632
C -1.27277 2.60710 1.35030
C -2.04971 3.94818 1.25001
N -2.23802 4.32472 -0.14815
C -2.99558 3.28102 -0.83565
C -2.25274 1.91826 -0.74772
N -0.96916 2.10663 -0.01633
C -0.15055 3.12577 -0.73358
C -0.93019 4.47102 -0.78661
H -1.85778 1.84107 1.86205
H -0.33279 2.71618 1.88954
H -1.50593 4.74792 1.75214
H -3.02835 3.86461 1.72454
H -3.12893 3.58134 -1.87494
H -3.98549 3.21358 -0.38230
H -2.01994 1.52304 -1.73557
H -2.83449 1.17028 -0.20726
H 0.05451 2.74126 -1.73035
H 0.79803 3.23051 -0.20329
H -1.07864 4.78672 -1.81911
H -0.37874 5.25956 -0.27403
```

Properties
E = -103807.4142 eV
Relative energy (zero: lowest compared OMol25 entry of this formula, charge and spin) = 0.0 kJ/mol
HOMO-LUMO gap (spin up / spin down) = 9.15 / 7.76 eV
Spin multiplicity = 2
LUMO (spin up / spin down) = -0.071 / -0.124 Eh
Net charge = +1

The net atomic charges from Löwdin, expressed in e, are: Cu 0.652; C -0.094; N -0.289; C -0.066; P 0.515; O -0.270; O -0.249; P 0.479; O -0.265; N -0.286; C -0.074; C -0.071; N -0.300; C -0.079; C -0.079; N -0.274; C -0.069; C -0.049; H 0.089; H 0.074; H 0.094; H 0.092; H 0.092; H 0.084; H 0.073; H 0.093; H 0.085; H 0.070; H 0.089; H 0.096; H 0.088; H 0.093; H 0.061; H 0.093; H 0.086; H 0.089; H 0.068; H 0.096; H 0.086; H 0.056; H 0.082; H 0.100; C 0.004; C -0.483; C 0.003; O -0.075; C -0.562; O 0.107; O -0.102; H 0.098; H 0.097; H 0.101; H 0.099; H 0.108; H 0.090; H 0.088; C -0.133; C -0.138; N -0.155; C -0.135; C -0.121; N -0.200; C -0.115; C -0.133; H 0.109; H 0.119; H 0.122; H 0.120; H 0.122; H 0.118; H 0.117; H 0.093; H 0.104; H 0.130; H 0.123; H 0.122


Entry 3:
Here is a structure of composition C18H44B3N3O10S at a distorted geometry from OMol25. Energies are from ωB97M-V/def2-TZVPD.

The geometry in XYZ format:
```
79
Properties=species:S:1:pos:R:3
N 5.99227 -6.58826 2.17902
C 5.17729 -6.60042 1.22857
C 3.72815 -6.43983 1.49398
B 2.80228 -7.33132 0.59833
O 3.04013 -7.56535 -0.74158
B 1.92904 -7.06381 -1.41380
O 0.73128 -7.64294 -1.06117
B 0.59306 -7.43654 0.31764
C -0.68430 -6.68765 0.83759
C -0.53264 -5.88789 2.14321
C -0.46686 -4.38267 1.93478
C 0.85080 -3.99096 1.29425
S 0.87426 -2.39792 0.51076
O 2.13701 -2.26621 -0.11426
O -0.18455 -2.27349 -0.40227
O 0.75520 -1.26867 1.62056
O 1.62928 -7.88594 1.11706
H 6.94188 -6.70461 1.83140
H 5.54293 -6.70364 0.21130
H 3.49800 -5.40638 1.22717
H 3.48955 -6.58206 2.53956
H 2.01572 -6.13982 -2.15087
H -1.11062 -6.10347 0.03258
H -1.41908 -7.46665 1.03345
H -1.40472 -6.07783 2.75192
H 0.34529 -6.19575 2.70327
H -0.48826 -3.92710 2.91944
H -1.32579 -3.98317 1.41329
H 1.61105 -4.00003 2.06633
H 1.19414 -4.67847 0.53624
H 1.33275 -1.49641 2.37177
C -2.64029 2.86910 1.81670
O -1.56056 2.11839 2.34259
C -0.62470 1.67833 1.36278
C 0.68992 2.42235 1.48469
N 0.54640 3.81371 1.07846
C 1.68699 4.66822 1.40377
C 2.06061 4.85360 2.87223
O 1.11910 5.58614 3.63214
C 0.01929 4.84127 4.12242
H -3.38612 2.96769 2.60445
H -2.32715 3.87447 1.51432
H -3.09849 2.36212 0.96338
H -1.03303 1.76164 0.35059
H -0.43738 0.62325 1.55681
H 1.43374 1.93677 0.84410
H 1.02634 2.33170 2.52680
H -0.27799 4.20358 1.51488
H 1.46222 5.65836 0.99889
H 2.56309 4.29514 0.86280
H 2.97752 5.44860 2.89348
H 2.30212 3.90560 3.36816
H 0.29582 3.81160 4.36153
H -0.81349 4.84822 3.41441
H -0.32737 5.32761 5.03462
C 0.46811 3.74676 -2.33935
O 0.06695 3.01104 -3.48208
C -0.65508 1.82400 -3.17764
C -2.11926 1.95406 -3.54054
N -2.80548 2.88526 -2.65129
C -4.14688 3.26852 -3.08615
C -4.29684 3.99766 -4.41894
O -3.76643 5.30891 -4.43606
C -2.37259 5.39955 -4.67149
H 1.18653 4.49965 -2.66248
H -0.37894 4.25901 -1.87276
H 0.94778 3.10118 -1.60077
H -0.53640 1.54128 -2.12734
H -0.21874 1.02619 -3.78511
H -2.59491 0.97187 -3.46218
H -2.16911 2.27412 -4.58951
H -2.24699 3.72299 -2.55858
H -4.55295 3.92289 -2.31049
H -4.77346 2.37089 -3.10481
H -5.36917 4.11536 -4.59714
H -3.91073 3.41456 -5.26360
H -2.01793 4.61210 -5.34053
H -1.80850 5.37490 -3.73549
H -2.18006 6.36498 -5.14021
```

Properties
E = -57191.9156 eV
HOMO-LUMO gap = 8.49 eV
Spin multiplicity = 1
LUMO = -0.002 Eh
Net charge = 0

The net atomic charges from Löwdin, expressed in e, are: N 0.094; C -0.260; C -0.036; B -0.556; O 0.272; B -0.324; O 0.269; B -0.545; C -0.038; C -0.187; C -0.214; C -0.228; S 0.539; O -0.272; O -0.240; O -0.148; O 0.304; H 0.049; H 0.122; H 0.122; H 0.120; H 0.131; H 0.123; H 0.122; H 0.111; H 0.117; H 0.116; H 0.119; H 0.112; H 0.099; H 0.113; C -0.109; O -0.188; C -0.206; C -0.208; N -0.048; C -0.197; C -0.229; O -0.177; C -0.098; H 0.087; H 0.075; H 0.086; H 0.115; H 0.092; H 0.122; H 0.105; H 0.069; H 0.120; H 0.118; H 0.121; H 0.111; H 0.088; H 0.072; H 0.088; C -0.113; O -0.190; C -0.211; C -0.212; N -0.050; C -0.201; C -0.230; O -0.179; C -0.097; H 0.089; H 0.070; H 0.072; H 0.111; H 0.123; H 0.124; H 0.104; H 0.065; H 0.117; H 0.116; H 0.120; H 0.111; H 0.089; H 0.071; H 0.088